Entry 1:
The following is a DFT calculation (the ωB97M-V functional and the def2-TZVPD basis) of an isolated molecule of C2H6I2OSi.

```
! RIJCOSX wB97M-V def2-TZVPD def2/J DEFGRID3
* xyz 0 1
C 0.5128 1.9764 -0.6560
C -0.4980 -1.6489 1.4904
O 0.1378 1.0434 0.2528
Si -0.0234 -0.5105 -0.0991
I -1.8389 -0.9058 -1.5786
I 2.0303 -1.1940 -1.5107
H -0.1155 1.8831 -1.5819
H 1.5710 1.9361 -1.0252
H 0.2826 2.9907 -0.4424
H 0.1878 -2.4251 1.7483
H -0.9063 -0.9118 2.2420
H -1.3402 -2.2336 1.1604
*
```

Relative energy (zero: lowest compared OMol25 entry of this formula, charge and spin) ... 0.0 kcal/mol
Structure (SMILES) ... CO[Si](C)(I)I
HOMO ... -9.4 eV

=====

Entry 2:
The following is a DFT calculation (the ωB97M-V functional and the def2-TZVPD basis) of the ion C2H6IN2 with charge +1.

```
! RIJCOSX wB97M-V def2-TZVPD def2/J DEFGRID3
* xyz 1 1
C 0.0348 -0.0115 0.1669
C 0.3746 -1.2290 -0.5884
N -0.7926 0.0121 1.2518
N 0.5794 1.1241 -0.3372
I 2.5293 -1.7050 -0.1961
H -0.0892 -2.2509 -0.3959
H 0.4389 -1.1919 -1.7176
H -1.2655 -0.7870 1.6154
H -1.1630 0.9926 1.6198
H 1.0687 1.1779 -1.1956
H 0.0411 2.0109 -0.1697
*
```

Relative energy (zero: lowest compared OMol25 entry of this formula, charge and spin) ... 0.0 kcal/mol
Structure (SMILES) ... NC(=[NH2+])CI
HOMO ... -13.7 eV

=====

| no. | orbital gap (eV) |
| --- | --- |
| 1 | 9.617 |
| 2 | 8.617 |